This record from the OMol25 dataset describes C4H6NdO2 as an isolated structure at a distorted geometry. The level of theory is ωB97M-V/def2-TZVPD.

Each line ends with the Löwdin charge.
CARTESIAN COORDINATES (ANGSTROEM)
C -0.880 -0.365 0.592  -0.229
O -2.195 -0.085 0.696  0.100
H -0.463 -0.731 1.532  0.184
H -2.556 0.281 -0.120  0.126
C 1.560 1.134 0.834  0.089
C 1.352 0.407 -0.288  -0.115
C -0.039 -0.009 -0.555  -0.305
O -0.494 -1.350 -0.521  -0.239
Nd -1.721 -3.096 -2.147  1.907
H 2.306 1.930 0.821  0.087
H 1.232 0.863 1.837  0.087
H 2.026 0.429 -1.146  0.117
H -0.128 0.593 -1.536  0.193

Force components x, y, z for each atom (eV/Å):
C -1.077 0.252 -1.030
O 0.207 -0.576 0.070
H 0.030 0.477 -0.324
H 0.123 0.460 0.116
C 1.527 -0.608 -0.681
C 0.518 0.740 1.157
C 1.882 1.689 -0.480
O -1.178 -2.834 -1.187
Nd 0.710 0.772 0.954
H 0.304 -0.565 0.129
H -1.061 0.540 -0.424
H -0.249 0.526 0.157
H -1.737 -0.875 1.542

## Properties
HOMO (spin up / spin down): -0.581 / -0.582 Ha
relative energy (zero: lowest compared OMol25 entry of this formula, charge and spin): 39.95 kcal per mole
E: -23595.6585 eV
Kohn-Sham gap (spin up / spin down): 6.0 / 6.2 eV
charge: +2
spin multiplicity: 5



This record from the OMol25 dataset describes C22H16Co2NO6 as an isolated structure at a distorted geometry. The level of theory is ωB97M-V/def2-TZVPD.

Each line ends with the Löwdin charge.
CARTESIAN COORDINATES (ANGSTROEM)
C -5.719 0.315 -3.529  -0.080
C -4.271 0.037 -3.250  -0.312
C -3.381 1.097 -3.043  -0.058
C -2.035 0.867 -2.764  -0.028
C -1.559 -0.454 -2.648  -0.306
N -0.239 -0.691 -2.286  0.063
C -2.446 -1.526 -2.862  -0.034
C -3.782 -1.270 -3.144  -0.065
H -6.279 -0.620 -3.612  0.066
H -6.159 0.907 -2.718  0.075
H -5.863 0.883 -4.456  0.073
H -3.755 2.119 -3.081  0.108
H -1.336 1.700 -2.661  0.099
H 0.098 -1.630 -2.508  0.094
H 0.418 0.058 -2.505  0.079
H -2.059 -2.543 -2.828  0.104
H -4.479 -2.098 -3.268  0.102
O -1.776 -0.505 2.047  0.101
C -0.803 -0.460 1.419  -0.161
Co 0.597 -0.389 0.412  0.104
C 0.214 -2.034 -0.161  -0.185
O -0.126 -3.055 -0.595  0.095
C 0.498 1.218 -0.303  -0.218
O 0.339 2.289 -0.729  0.079
C 2.040 -0.130 1.600  -0.338
C 1.864 0.899 2.631  -0.207
C 1.882 2.270 2.294  -0.050
C 1.597 3.235 3.256  -0.101
C 1.282 2.855 4.566  -0.124
C 1.339 1.508 4.927  -0.104
C 1.638 0.533 3.973  -0.029
C 2.456 -1.491 1.695  -0.404
C 2.229 -2.588 2.419  -0.041
Co 3.082 -0.746 0.259  0.092
C 2.873 0.319 -1.161  -0.152
O 2.881 0.918 -2.157  0.099
C 3.062 -2.259 -0.613  -0.145
O 2.972 -3.230 -1.234  0.135
C 4.811 -0.698 0.623  -0.093
O 5.956 -0.701 0.769  0.122
H 2.118 2.558 1.267  0.101
H 1.609 4.287 2.964  0.095
H 1.031 3.614 5.306  0.086
H 1.140 1.201 5.949  0.090
H 1.680 -0.522 4.249  0.099
H 2.803 -3.490 2.214  0.033
H 1.559 -2.557 3.278  0.039

Force components x, y, z for each atom (eV/Å):
C -0.203 0.061 0.044
C 0.321 -0.031 0.235
C 0.299 -0.402 0.039
C -0.234 -0.115 -0.073
C 0.136 0.014 -0.289
N -0.318 -0.169 -2.123
C 0.118 0.415 0.051
C -0.052 0.332 0.006
H -0.027 0.106 -0.012
H -0.031 -0.104 -0.111
H 0.043 -0.109 0.093
H 0.106 -0.113 -0.094
H -0.265 -0.265 0.117
H -0.060 0.736 0.030
H -0.321 -0.556 0.134
H -0.145 0.135 0.115
H 0.151 0.058 -0.074
O 0.837 -0.058 -0.698
C -0.673 0.436 1.196
Co 0.479 -0.520 -0.265
C -0.809 -1.077 -0.888
O 0.529 0.915 0.823
C -1.255 1.540 -1.004
O 0.409 -0.984 0.660
C -1.113 -0.737 3.019
C 0.799 0.172 0.147
C 0.045 -0.219 0.417
C -0.062 -0.185 -0.129
C 0.212 0.059 0.004
C -0.016 -0.029 -0.422
C -0.071 0.352 -0.145
C -2.067 0.133 4.155
C 0.875 -0.120 0.094
Co 2.220 0.592 -4.567
C 0.686 1.244 -1.570
O -0.302 -0.923 1.478
C -0.461 -2.078 -1.893
O 0.286 1.196 1.080
C 1.780 0.848 0.349
O -1.549 -0.208 -0.099
H -0.078 -0.055 0.330
H -0.052 -0.253 0.178
H 0.066 -0.184 -0.149
H -0.006 0.088 -0.029
H -0.027 0.317 -0.101
H -0.382 -0.127 0.061
H 0.181 -0.130 -0.116

## Properties
HOMO: -0.120 Ha
relative energy (zero: lowest compared OMol25 entry of this formula, charge and spin): 0.00 kcal per mole
E: -112101.1142 eV
Kohn-Sham gap: 6.2 eV
charge: -1
spin multiplicity: 1



This record from the OMol25 dataset describes C29H42ClGaN3O2Si as an isolated structure at a distorted geometry. The level of theory is ωB97M-V/def2-TZVPD.

Each line ends with the Löwdin charge.
CARTESIAN COORDINATES (ANGSTROEM)
Ga 0.236 -0.090 -0.256  0.222
Cl 2.134 -0.271 -1.404  0.336
N 0.421 2.057 -0.488  0.098
N 0.293 -2.340 -0.262  0.097
C -0.506 2.796 -1.071  -0.319
C -0.420 -3.039 -1.107  -0.321
C 1.577 2.963 -0.238  -0.552
C 0.888 4.315 -0.205  -0.069
C 2.551 2.939 -1.408  -0.060
C 2.312 2.624 1.038  -0.029
H 2.054 3.230 -2.342  0.088
H 2.967 1.936 -1.521  -0.005
H 3.356 3.652 -1.194  0.084
H 1.608 2.601 1.875  0.087
H 3.066 3.403 1.223  0.093
H 2.820 1.660 0.935  0.070
C 1.234 -3.273 0.426  -0.538
C 1.019 -4.573 -0.335  -0.074
C 0.826 -3.400 1.884  -0.017
C 2.679 -2.855 0.285  -0.091
H 2.923 -2.716 -0.772  0.051
H 3.311 -3.654 0.695  0.088
H 2.897 -1.933 0.827  0.044
H -0.167 -3.864 1.936  0.090
H 0.797 -2.411 2.358  0.064
H 1.554 -4.038 2.401  0.089
O -0.068 -4.307 -1.267  0.026
H 0.719 -5.416 0.291  0.124
H 1.883 -4.875 -0.941  0.128
O -0.317 4.107 -1.016  0.028
H 1.452 5.139 -0.657  0.130
H 0.565 4.591 0.807  0.130
C -1.668 2.298 -1.851  -0.062
C -1.566 -2.568 -1.937  -0.067
C -1.102 -1.336 -2.602  -0.251
H -2.415 -2.399 -1.256  0.110
H -1.839 -3.348 -2.644  0.113
C -1.119 -0.130 -1.850  -0.251
C -1.177 1.097 -2.572  -0.244
H -1.536 -0.160 -0.759  0.049
C -0.721 1.128 -3.892  -0.263
C -0.408 -0.076 -4.533  -0.090
C -0.518 2.432 -4.614  -0.059
C -0.646 -1.311 -3.921  -0.269
H 0.003 -0.052 -5.543  0.072
C -0.386 -2.587 -4.663  -0.061
H 0.026 -2.356 -5.651  0.064
H -1.304 -3.176 -4.805  0.072
H 0.342 -3.218 -4.131  0.077
H -1.434 3.039 -4.646  0.070
H -0.202 2.227 -5.644  0.065
H 0.272 3.034 -4.138  0.068
H -2.003 3.074 -2.540  0.117
H -2.490 2.082 -1.148  0.111
C -3.470 -0.293 0.682  -0.177
Si -2.294 0.216 2.063  0.427
C -2.670 2.022 2.397  -0.169
C -2.723 -0.989 3.451  -0.174
N -0.552 0.058 1.705  -0.084
C 0.314 0.238 2.777  -0.375
C 1.694 -0.088 2.649  -0.105
C 2.556 -0.032 3.742  -0.098
C 2.096 0.420 4.983  -0.135
C 0.760 0.809 5.126  -0.106
C -0.116 0.724 4.045  -0.091
H -4.448 -0.355 1.188  0.031
H -3.266 -1.281 0.252  0.017
H -3.571 0.443 -0.126  0.023
H -3.673 2.115 2.839  0.031
H -1.955 2.508 3.073  0.020
H -2.655 2.592 1.456  0.026
H -2.530 -2.019 3.105  0.035
H -2.147 -0.836 4.375  0.017
H -3.796 -0.907 3.697  0.028
H 2.072 -0.368 1.659  0.055
H 3.593 -0.339 3.602  0.101
H 2.776 0.477 5.832  0.083
H 0.383 1.188 6.081  0.097
H -1.151 1.044 4.190  0.061

Force components x, y, z for each atom (eV/Å):
Ga 0.277 0.086 -0.126
Cl 1.529 -0.159 -0.139
N -1.060 1.520 -0.307
N -1.078 -0.990 0.018
C 1.201 -1.381 1.027
C 0.564 1.124 0.840
C -0.074 -0.017 -0.197
C -0.582 0.307 0.051
C 0.176 -0.125 -0.292
C -0.044 0.336 0.139
H 0.093 -0.097 0.135
H -0.054 0.346 -0.099
H -0.020 -0.008 -0.097
H 0.201 -0.120 0.026
H -0.086 -0.217 0.067
H -0.132 0.219 0.071
C -0.299 0.433 -0.366
C -0.196 -0.558 -0.874
C -0.077 0.019 0.052
C 0.459 -0.090 -0.025
H 0.040 0.062 0.293
H -0.019 0.081 0.017
H 0.038 -0.156 -0.165
H 0.120 0.132 0.154
H -0.030 -0.334 -0.045
H -0.163 0.078 0.071
O 0.424 -1.124 0.413
H -0.024 0.060 0.031
H -0.124 0.133 0.180
O 0.702 0.950 0.064
H -0.083 -0.257 0.087
H -0.054 -0.006 -0.126
C 0.369 0.035 0.157
C 0.504 -0.363 0.384
C -0.152 -0.934 -2.303
H -0.019 0.132 -0.158
H 0.053 -0.155 0.056
C 0.202 0.050 4.600
C -0.378 1.066 -2.223
H -2.117 -0.039 -2.669
C -0.586 0.261 1.760
C 0.806 -0.005 -1.082
C 0.002 0.082 -0.202
C -0.534 -0.149 1.778
H -0.042 0.003 0.151
C 0.004 -0.214 -0.257
H -0.090 -0.107 0.078
H 0.166 0.036 -0.021
H -0.184 0.101 -0.137
H 0.179 -0.044 -0.042
H -0.113 0.128 0.125
H -0.209 -0.089 -0.104
H 0.069 0.173 0.181
H -0.067 -0.136 -0.115
C -0.259 0.091 0.157
Si 1.210 -0.409 -0.695
C -0.309 0.313 0.280
C -0.185 0.000 0.384
N -0.076 0.117 -0.481
C -0.024 -0.112 -0.328
C -0.248 0.140 0.440
C -0.416 0.160 -0.313
C 0.036 -0.010 0.238
C 0.137 -0.113 -0.403
C 0.282 0.000 0.113
H 0.072 -0.006 -0.070
H -0.006 0.310 0.091
H 0.117 -0.329 0.172
H 0.121 0.139 -0.108
H -0.171 -0.118 -0.167
H -0.052 -0.222 0.140
H -0.080 0.370 0.029
H -0.238 -0.120 -0.323
H 0.302 -0.088 -0.045
H -0.154 -0.005 0.419
H -0.186 0.149 0.115
H -0.137 -0.029 -0.178
H 0.208 -0.142 -0.293
H 0.568 -0.166 -0.008

## Properties
HOMO (spin up / spin down): -0.021 / -0.021 Ha
relative energy (zero: lowest compared OMol25 entry of this formula, charge and spin): 0.00 kcal per mole
E: -112098.3112 eV
Kohn-Sham gap (spin up / spin down): 3.3 / 3.3 eV
charge: -1
spin multiplicity: 1



This record from the OMol25 dataset describes the molecule C5H8N2. The level of theory is ωB97M-V/def2-TZVPD.

Each line ends with the Löwdin charge.
CARTESIAN COORDINATES (ANGSTROEM)
C 1.779 -0.159 0.909  -0.127
N 1.489 1.059 0.675  0.097
C 0.347 1.006 -0.231  -0.309
C -1.192 0.767 0.170  -0.088
C -1.113 -0.246 -0.987  -0.179
N 0.362 -0.333 -0.877  -0.094
C 0.772 -1.105 0.304  -0.175
H 2.616 -0.452 1.545  0.110
H 0.407 1.824 -0.960  0.137
H -1.491 0.274 1.106  0.096
H -1.844 1.633 0.062  0.090
H -1.367 0.225 -1.940  0.108
H -1.619 -1.212 -0.921  0.111
H -0.044 -1.111 1.050  0.110
H 1.071 -2.133 0.103  0.113

Force components x, y, z for each atom (eV/Å):
C -0.069 0.221 0.096
N -0.235 -0.303 0.298
C -0.301 0.232 0.103
C 0.074 0.286 -0.051
C -0.286 -0.143 -0.197
N 0.054 -0.066 -0.063
C -0.003 -0.198 0.066
H -0.179 0.112 -0.103
H -0.051 -0.197 0.168
H 0.689 0.391 -0.095
H 0.053 0.007 -0.187
H 0.018 -0.148 0.025
H -0.087 0.154 0.138
H 0.139 -0.481 -0.062
H 0.184 0.134 -0.136

## Properties
HOMO: -0.328 Ha
relative energy (zero: lowest compared OMol25 entry of this formula, charge and spin): 51.77 kcal per mole
E: -8292.7515 eV
Kohn-Sham gap: 10.0 eV
charge: 0
spin multiplicity: 1



This record from the OMol25 dataset describes the molecule C5H15N2 at a distorted geometry. The level of theory is ωB97M-V/def2-TZVPD.

Each line ends with the Löwdin charge.
CARTESIAN COORDINATES (ANGSTROEM)
C -1.326 0.653 1.013  -0.250
C -0.796 -0.766 1.174  -0.225
C -0.305 -1.386 -0.159  -0.218
C 0.761 -0.557 -0.891  -0.266
N 1.713 0.080 0.020  -0.140
C 2.660 0.935 -0.674  -0.143
N -2.435 0.719 -0.036  0.020
H -0.469 1.286 0.799  0.093
H -1.843 0.999 1.907  0.089
H 0.055 -0.707 1.843  0.102
H -1.620 -1.368 1.566  0.095
H -1.144 -1.643 -0.802  0.076
H 0.180 -2.327 0.122  0.104
H 0.320 0.176 -1.564  0.088
H 1.345 -1.282 -1.482  0.112
H 2.225 -0.605 0.551  0.106
H 3.285 1.444 0.065  0.076
H 2.193 1.763 -1.208  0.076
H 3.296 0.377 -1.372  0.075
H -3.083 -0.118 0.094  0.052
H -2.004 0.740 -0.987  0.039
H -3.008 1.587 0.022  0.039

Force components x, y, z for each atom (eV/Å):
C -0.432 -0.147 0.404
C -0.582 0.229 -1.124
C 0.499 0.107 1.012
C 0.654 -1.047 0.263
N -0.774 0.911 -0.101
C 0.419 0.244 0.333
N 0.976 -0.188 0.170
H -0.416 0.397 -0.408
H 0.362 -0.024 0.205
H -0.108 -0.126 0.360
H 0.360 -0.242 0.242
H 0.001 0.094 -0.201
H -0.168 -0.134 -0.073
H 0.045 0.235 0.066
H -0.386 0.188 -0.564
H -0.018 -0.251 0.054
H 0.167 -0.273 -0.032
H -0.398 -0.288 -0.115
H 0.077 0.114 -0.115
H 0.101 0.375 -0.318
H -0.303 -0.269 -0.243
H -0.075 0.097 0.185

## Properties
HOMO (spin up / spin down): -0.132 / -0.335 Ha
relative energy (zero: lowest compared OMol25 entry of this formula, charge and spin): 38.18 kcal per mole
E: -8405.0627 eV
Kohn-Sham gap (spin up / spin down): 4.6 / 9.9 eV
charge: 0
spin multiplicity: 2